Record 1
C34H22ClF5MgN4O3 | wB97M-V/def2-TZVPD

XYZ file:
```
70
Properties=species:S:1:pos:R:3:lowdin_charge:R:1
N -0.804 -0.504 1.322 0.006
C -2.827 -1.764 1.301 -0.065
C 3.514 3.930 2.730 -0.132
C 1.422 0.997 -4.716 -0.100
H 0.536 2.413 3.359 0.102
C 3.403 -5.324 0.982 -0.164
H -3.084 -4.660 -0.057 0.072
C 1.913 1.811 1.853 -0.142
C -2.946 2.848 0.475 -0.178
H -2.413 1.152 2.751 0.054
C -2.115 3.895 0.947 -0.062
H -4.443 -3.591 0.377 0.056
N -3.200 0.893 -0.945 0.152
H -2.514 4.599 1.669 0.098
C -0.308 3.039 -0.399 -0.027
H 0.740 3.072 -0.669 0.115
C 3.783 -4.382 0.045 -0.162
C 3.139 2.069 1.248 -0.028
C -3.505 -3.660 -0.177 -0.044
N -0.090 0.532 1.928 0.069
H -1.880 -0.092 3.858 0.072
O 0.532 -1.545 -2.274 -0.077
F 3.369 -2.461 -1.182 0.047
C 2.143 0.238 -5.600 -0.695
F 1.813 -6.122 2.526 0.060
C -0.827 3.985 0.507 -0.084
O 1.530 0.014 0.347 -0.099
Mg 0.265 -1.456 -0.294 0.631
H -6.049 1.491 0.726 0.089
C 0.855 0.431 -3.566 -0.122
H 1.283 2.057 -4.902 0.099
C 3.934 3.123 1.682 -0.105
C -2.440 1.898 -0.443 -0.159
H 4.133 4.753 3.070 0.082
H 1.940 -2.756 -4.031 0.111
C -2.478 -2.637 0.276 -0.489
C 2.914 -3.342 -0.247 -0.247
H 0.122 2.378 -3.014 0.123
Cl 2.845 0.974 -7.038 0.549
H -4.996 -0.061 -0.918 0.101
H -0.172 4.761 0.885 0.099
C -1.982 -0.735 1.817 -0.346
C -1.076 1.998 -0.867 -0.214
H 3.441 1.424 0.433 0.114
O -1.369 -2.685 -0.328 -0.084
H 1.954 4.299 4.162 0.086
C 1.496 2.624 2.906 -0.047
H 4.886 3.313 1.200 0.089
H -3.533 -0.168 3.195 0.059
H 2.912 -1.718 -6.058 0.091
C -2.496 0.088 2.974 -0.051
C 1.356 -4.133 1.258 -0.248
H -4.701 3.394 1.608 0.106
C 0.113 1.322 -2.699 -0.087
N -0.534 0.990 -1.653 0.135
C 1.065 0.688 1.328 -0.498
C 1.676 -3.169 0.329 0.029
C 1.790 -1.705 -4.242 -0.007
F 0.176 -4.083 1.934 0.047
H -3.813 -1.861 1.738 0.073
C 2.290 3.673 3.342 -0.114
C 2.331 -1.128 -5.360 -0.135
C 1.022 -0.965 -3.282 -0.358
C 2.175 -5.199 1.601 -0.163
C -4.285 2.691 0.893 -0.047
C -5.026 1.653 0.410 -0.076
C -4.427 0.774 -0.520 -0.154
F 4.992 -4.509 -0.556 0.062
F 4.228 -6.351 1.295 0.065
H -3.700 -3.513 -1.242 0.072
```

The value obtained for the gap between HOMO and LUMO is 0.2041 Ha. Its multiplicity is 1. The calculation puts the energy above the lowest of the compared OMol25 structures with the same formula, charge and spin at 0.0 kcal per mole. The net charge is -2.

---

Record 2
C34H23Cl8N3O3Ta | wB97M-V/def2-TZVPD

XYZ file:
```
72
Properties=species:S:1:pos:R:3:lowdin_charge:R:1
C 1.697 -3.505 -3.102 -0.104
H -0.771 -3.554 6.103 0.101
H -1.713 2.062 -1.311 0.016
Cl -3.908 3.231 -0.749 0.713
C 2.275 -1.757 -4.608 -0.618
Cl -5.305 -4.150 0.311 0.665
C 2.205 -1.258 -2.168 -0.130
N -2.035 2.040 1.258 -0.212
C 2.122 -3.002 3.604 -0.024
C 1.004 -2.171 3.575 -0.142
H -1.877 0.792 -3.256 0.080
Cl -1.004 -1.575 -1.618 0.814
H 2.006 -1.609 -1.163 0.003
C 1.158 -4.221 5.440 -0.095
C -2.233 -1.708 -0.431 -0.680
H 4.300 1.471 -1.545 0.120
C 0.043 -3.397 5.406 -0.079
C 3.426 3.322 -2.182 -0.084
Ta -0.697 0.835 1.049 1.785
C 1.319 2.688 -0.449 -0.319
C -4.115 -2.913 0.452 -0.710
C 1.550 -4.357 -4.166 -0.154
N 1.873 -0.844 1.766 0.105
C -0.918 1.143 -2.875 -0.132
H 0.428 4.524 -1.087 0.118
H 1.256 -5.384 -3.971 0.084
C -2.377 3.329 1.470 -0.430
H -1.666 5.883 3.624 0.100
C 0.912 -1.086 2.578 -0.401
H 1.518 -3.870 -2.096 0.091
O -0.227 -0.396 2.559 -0.286
H -0.906 -1.729 4.430 0.088
H 1.218 -5.024 6.164 0.097
C -3.538 5.383 0.844 -0.122
H 1.642 -4.611 -6.328 0.067
Cl 2.733 -0.081 -4.952 0.574
H -4.203 5.890 0.159 0.100
H -0.599 2.039 -3.412 0.088
C -1.823 4.050 2.549 -0.587
H 3.062 -4.671 4.555 0.100
C -4.056 -2.124 1.597 -0.710
C 2.327 4.178 -2.046 -0.073
H 4.222 3.561 -2.873 0.100
C 2.423 1.835 -0.572 -0.152
H 3.432 0.099 0.272 0.137
H 2.303 -2.222 -6.674 0.083
Cl -3.212 -3.716 -1.962 0.684
O -0.986 1.448 -1.474 -0.240
C 1.760 -3.940 -5.489 -0.164
C 2.196 -4.023 4.536 -0.084
H -0.163 0.374 -3.012 0.035
C -0.038 -2.372 4.474 -0.017
H 2.427 -0.215 -2.338 -0.033
C 2.498 0.653 0.226 -0.064
O 0.314 2.408 0.356 -0.265
C 2.128 -2.610 -5.677 -0.180
Cl -0.716 3.228 3.607 0.696
H 2.915 -2.841 2.888 0.111
C -3.232 4.052 0.628 -0.589
C 3.473 2.164 -1.443 -0.032
C 1.288 3.875 -1.192 -0.005
C -3.087 -1.126 1.695 -0.669
H 2.285 5.089 -2.630 0.101
N 1.514 0.215 0.935 -0.079
C 2.077 -2.120 -3.238 -0.414
C -3.190 -2.714 -0.564 -0.708
C -2.160 -0.869 0.676 -0.281
Cl -5.179 -2.404 2.877 0.654
H -3.221 7.088 2.101 0.099
Cl -3.069 -0.205 3.181 0.680
C -2.985 6.047 1.927 -0.102
C -2.119 5.378 2.782 -0.119
```

The value obtained for the gap between HOMO and LUMO is 0.1445 Ha. Its multiplicity is 1. The calculation puts the energy above the lowest of the compared OMol25 structures with the same formula, charge and spin at 55.3 kcal per mole. The net charge is -1.

---

Record 3
C34H23ClN7O3Rh | wB97M-V/def2-TZVPD

XYZ file:
```
69
Properties=species:S:1:pos:R:3:lowdin_charge:R:1
H 3.642 4.617 -2.553 0.098
H 3.581 2.536 -3.910 0.104
C 2.842 3.902 -2.424 -0.099
H 1.762 0.893 -3.579 0.118
C 3.477 0.652 0.911 0.004
N -2.622 0.075 -0.802 0.030
C -4.944 0.654 -0.662 -0.045
H -6.317 -0.714 -1.610 0.111
H -4.474 -2.236 -2.337 0.114
N 2.289 -0.855 -0.446 0.184
H 0.286 -1.547 1.500 0.066
N -0.081 -1.203 -0.771 -0.001
C -3.618 0.886 -0.399 -0.099
H 0.913 -5.591 -4.176 0.103
C 1.399 -2.655 -1.780 -0.099
H -1.082 -4.289 -3.419 0.115
H 2.317 2.902 3.142 0.108
C 1.034 -4.758 -3.496 -0.070
O -0.191 1.139 -1.947 -0.182
C 0.807 -3.038 2.925 -0.095
C -4.281 -1.328 -1.785 -0.003
C -1.924 -0.361 2.727 -0.561
C 0.492 -3.602 4.147 -0.669
H 0.206 2.138 2.106 0.101
O -2.965 -0.156 3.331 0.047
C 1.846 4.129 -1.497 -0.045
H 4.359 0.151 0.541 0.115
C 2.519 -3.349 -2.192 -0.004
C 0.775 2.025 -2.065 -0.355
C 2.803 2.733 -3.183 -0.079
C 2.339 2.172 2.346 -0.045
C 0.037 -1.986 2.449 -0.020
H -2.577 2.795 1.755 0.114
C -0.085 -4.043 -3.080 -0.002
C -0.241 3.485 -0.326 -0.257
H -2.198 -1.729 4.950 0.118
N 1.109 0.854 0.777 0.021
C 1.794 1.810 -3.006 -0.008
H 1.646 -3.413 2.353 0.105
H -1.752 5.413 1.794 0.115
C 1.254 -1.464 -0.909 -0.284
C 0.131 -2.996 -2.208 -0.096
N -2.042 -1.990 -1.923 0.181
H -5.687 1.352 -0.303 0.109
C -1.346 -2.101 4.397 -0.013
C -2.941 -1.044 -1.477 -0.282
H -3.313 1.744 0.166 0.071
N -1.124 2.625 0.174 -0.010
N -0.427 4.688 0.259 0.125
C -1.847 3.294 1.140 -0.127
O -1.523 0.441 1.783 -0.187
C -1.437 4.582 1.191 -0.057
H -0.810 -3.596 5.848 0.104
C -1.047 -1.509 3.172 -0.122
C -0.581 -3.141 4.894 -0.098
C 2.314 -4.418 -3.059 -0.071
Rh -0.730 0.563 -0.113 1.246
C 1.161 1.760 1.775 -0.106
H 4.484 1.943 2.278 0.111
C -0.801 -2.012 -1.608 -0.264
H 1.896 5.026 -0.889 0.102
C 2.240 0.235 0.395 -0.300
C -5.284 -0.486 -1.381 -0.053
C 0.802 3.217 -1.312 -0.100
Cl 1.460 -4.913 4.760 0.650
C 3.531 1.628 1.873 -0.050
H 0.076 5.525 0.024 0.150
H 3.162 -4.995 -3.406 0.103
H 3.506 -3.066 -1.853 0.114
```

The value obtained for the gap between HOMO and LUMO is 0.2675 Ha. Its multiplicity is 1. The calculation puts the energy above the lowest of the compared OMol25 structures with the same formula, charge and spin at 13.2 kcal per mole.

---

> What is the formula in the third record?

C34H23ClN7O3Rh

---

> What is the gap between HOMO and LUMO in the third record?

0.2675 Ha

---

> Number 3 is which compound?

C34H23ClN7O3Rh